This record from the Open Molecules 2025 dataset describes an isolated molecule of C21H21FN6 in a non-equilibrium geometry. The level of theory is the ωB97M-V functional and the def2-TZVPD basis.

Results
E_tot: -1241.12689 hartree
LUMO level: 0.7 eV
Orbital gap: 8.119 eV
Structure (SMILES): Cc1c(F)c(Nc2ccc(-c3cn(C)cn3)cn2)cc2c1ncn2CC1CC1
Energy above the lowest of the compared OMol25 structures with the same formula, charge and spin: 261.0 kJ/mol

```
49
Properties=species:S:1:pos:R:3:nbo_charge:R:1
F -1.581 -2.311 4.043 -0.316
N 2.921 -3.707 -3.482 -0.489
N -2.600 2.596 4.114 -0.473
N 1.633 -2.719 0.649 -0.484
C 3.166 -3.651 -4.764 0.201
C -1.995 3.485 3.403 0.215
C 1.723 -2.978 -3.173 0.106
C 1.122 -2.603 -4.343 -0.115
C 1.991 -3.160 -0.657 0.076
C 0.570 -2.019 0.809 0.382
C -0.205 -1.361 -0.270 -0.296
C 0.258 -1.579 -1.623 -0.151
C -0.193 0.520 2.287 -0.300
C -1.403 -1.021 3.734 0.405
C -1.935 1.398 3.819 0.133
C 1.327 -2.511 -1.786 -0.138
C -0.431 -0.764 2.728 0.097
C -0.928 1.562 2.860 0.116
C -2.211 0.072 4.158 -0.077
N 0.213 -1.872 2.112 -0.608
N 2.182 -2.872 -5.353 -0.368
N -0.949 2.930 2.685 -0.364
C -3.459 -0.149 5.004 -0.635
C 1.929 -2.589 -6.839 -0.397
C -0.034 3.655 1.835 -0.201
C -0.543 3.212 -0.752 -0.434
C 0.452 4.324 -0.623 -0.419
C -0.655 4.137 0.439 -0.245
H 4.056 -4.008 -5.363 0.212
H -2.169 4.569 3.535 0.208
H 0.236 -2.070 -4.529 0.213
H 2.769 -3.863 -0.858 0.226
H -1.101 -0.765 -0.032 0.233
H -0.177 -1.166 -2.556 0.217
H 0.616 0.635 1.568 0.232
H 0.905 -2.415 2.705 0.417
H -3.336 -0.129 6.064 0.226
H -4.178 0.588 4.644 0.232
H -3.869 -1.092 4.700 0.215
H 2.924 -2.510 -7.397 0.208
H 1.459 -1.632 -7.013 0.212
H 1.384 -3.354 -7.268 0.199
H 0.807 2.970 1.749 0.214
H 0.256 4.539 2.362 0.206
H -1.380 3.288 -1.482 0.223
H -0.124 2.212 -0.703 0.225
H 1.525 4.051 -0.205 0.207
H 0.433 5.102 -1.352 0.219
H -1.401 5.029 0.422 0.235
```